The following is a quantum chemistry calculation of C14H16BClF4N4O5Se4V as an isolated structure, from the OMol25 dataset.

XYZ file:
```
50
Properties=species:S:1:pos:R:3:forces:R:3:nbo_charge:R:1
Se -0.514140 0.785641 3.414183 0.2 0.0 0.0 -0.184
Se -1.413907 -2.037148 1.005346 0.0 0.0 0.1 -0.451
Se 1.216794 0.232445 1.951970 0.4 0.2 0.4 -0.481
Se -2.203087 -0.805744 2.817225 -0.4 -0.2 0.0 -0.171
V -0.105599 -0.103817 -0.192533 -0.5 0.0 -0.8 0.911
Cl 2.414239 -1.803899 -1.575285 -0.2 0.0 -0.1 2.555
F -1.013593 0.149957 -4.434648 0.0 0.1 0.1 -0.578
F -1.463694 0.059115 -2.175372 0.2 -0.2 0.1 -0.556
F -3.096327 -0.509851 -3.705810 0.0 0.0 0.0 -0.562
F -2.444711 1.682506 -3.471339 0.0 0.0 0.0 -0.577
O 2.731028 -2.274339 -2.899804 -0.1 0.1 0.0 -0.860
O 0.963015 -1.491627 -1.559585 0.4 0.0 0.3 -0.882
O -1.601247 1.243812 0.277775 0.0 -0.1 -0.1 -0.655
O 2.694729 -2.806576 -0.598348 0.0 0.0 0.0 -0.819
O 3.151946 -0.598428 -1.292829 0.0 0.0 0.0 -0.849
N 1.026470 1.461183 -1.284064 0.0 0.0 0.1 -0.512
N 4.852147 1.694686 -9.260969 0.0 0.0 0.0 -0.362
N 2.307410 1.951973 -3.000729 -0.1 0.0 0.0 -0.365
N -3.484471 2.426503 0.328943 0.0 0.0 0.1 -0.419
C 1.208789 1.279350 -2.561638 0.0 0.0 0.0 0.237
C 4.412036 1.720854 -8.198037 0.0 0.0 0.0 0.306
C 2.826450 1.894175 -4.298930 0.0 0.0 0.0 0.199
C -1.375192 3.487180 1.029400 0.0 0.0 0.0 -0.707
C 2.044337 2.284336 -0.853157 0.0 0.0 0.0 -0.044
C -4.210727 1.279044 -0.205066 0.0 0.0 0.0 -0.417
C 4.177723 2.850654 -6.042203 0.0 0.0 0.0 -0.154
C 2.841296 2.608282 -1.898656 0.0 0.0 0.0 -0.107
C 2.523359 0.808446 -5.120696 0.0 0.0 0.0 -0.151
C 3.654134 2.912731 -4.765962 0.0 0.0 0.0 -0.234
C -4.147477 3.708430 0.389735 0.0 0.0 0.0 -0.399
C -2.152981 2.305527 0.513009 0.1 0.0 0.1 0.728
C 3.036155 0.757030 -6.400637 0.0 0.0 0.0 -0.153
C 3.868034 1.774138 -6.869561 0.0 0.0 0.0 -0.220
B -2.023801 0.337536 -3.457070 0.0 0.1 -0.1 1.356
H -3.910937 4.237142 1.314042 0.0 0.0 0.0 0.198
H -0.345205 3.162537 1.154915 0.0 0.0 0.0 0.262
H 2.803166 -0.085768 -7.036583 0.0 0.0 0.0 0.229
H -1.425974 4.324460 0.329529 0.0 0.0 0.0 0.211
H -3.887441 4.352813 -0.457248 0.0 0.0 0.0 0.187
H 3.759907 3.163165 -1.947779 0.0 0.0 0.0 0.208
H -3.703595 0.367483 0.104241 0.0 0.0 0.0 0.265
H -5.222464 1.288571 0.202725 0.0 0.0 0.0 0.176
H 0.572779 0.689615 -3.202335 0.0 0.0 0.0 0.267
H 4.820173 3.641038 -6.406530 0.0 0.0 0.0 0.216
H 3.873687 3.761076 -4.133255 0.0 0.0 0.0 0.219
H -5.222742 3.541419 0.363570 0.0 0.0 0.0 0.202
H 1.907986 -0.000443 -4.752757 0.0 0.0 0.0 0.258
H -4.240961 1.306309 -1.296599 0.0 0.0 0.0 0.215
H -1.763141 3.811099 1.995843 0.0 0.0 0.0 0.228
H 2.147417 2.525642 0.191566 0.0 0.0 0.0 0.240
```
Positions in Å, forces in eV/Å.

Properties
LUMO energy (alpha / beta), eV: 3.974 / 3.971
Frontier orbital gap (alpha / beta), eV: 4.815 / 4.811
Spin multiplicity: 4
Energy relative to the best compared isomer or geometry (same formula, charge and spin), eV: 0.111
Charge: -2